Here is C27H33Br2Cl3F6GeInN4O4PS2 as an isolated structure at a distorted geometry from the OMol25 dataset. Energies are from ωB97M-V/def2-TZVPD.

```
84
Properties=species:S:1:pos:R:3
In 0.67 0.98 0.50
Br -4.61 5.69 -1.65
Br -1.78 1.11 -7.20
Ge 0.49 3.57 4.72
Cl 1.28 4.64 6.31
Cl -1.59 3.39 4.79
Cl 1.22 4.17 2.85
S 3.59 0.06 3.34
S 2.11 1.07 5.53
P -2.52 -0.21 1.63
F 5.50 1.87 3.17
F 3.78 2.22 1.90
F 0.42 -0.35 6.84
F 5.20 0.66 1.40
F 2.33 -1.31 6.45
F 0.83 -1.20 4.89
O 2.36 -0.09 2.57
O 4.41 -1.08 3.54
O 2.33 1.68 6.79
O 0.97 1.73 4.73
N -0.07 1.18 -2.88
N 3.40 0.90 4.71
N -0.95 2.92 -1.01
N 1.44 -1.16 -1.05
C 3.49 0.04 -1.27
C -1.63 -3.59 -2.42
C 0.49 -2.03 -1.45
C -0.86 -1.55 -1.46
C -2.28 0.06 3.43
C 1.35 -0.59 5.93
C 0.43 0.37 -3.81
C -1.08 1.12 -5.46
C 3.34 -2.12 -2.48
C -2.73 3.70 -2.37
C -3.30 -1.75 -2.02
C 0.70 -3.36 -1.89
C -1.89 -2.29 -1.95
C -3.12 4.58 -1.38
C -1.34 3.77 -0.07
C -0.34 -4.13 -2.38
C 4.61 1.29 2.40
C -1.62 2.89 -2.16
C 3.40 -2.09 0.03
C -1.62 1.98 -4.51
C 2.88 -1.37 -1.22
C -3.50 1.32 1.26
C -0.03 0.30 -5.11
C -1.09 1.97 -3.23
C -2.41 4.64 -0.20
C -3.91 -1.41 1.73
C -0.08 -5.53 -2.89
H 0.58 -6.08 -2.21
H 2.99 -3.11 0.08
H -0.75 3.77 0.85
H 0.41 -5.49 -3.86
H -3.98 -2.38 -1.45
H -3.34 -0.73 -1.61
H -3.18 0.47 3.89
H 1.26 -0.26 -3.49
H -4.32 1.43 1.96
H 0.42 -0.38 -5.83
H -2.43 2.63 -4.80
H -2.05 -0.90 3.90
H -4.48 -1.41 0.80
H 1.68 -3.81 -1.83
H 3.09 -1.57 0.93
H -3.66 -1.72 -3.05
H -4.57 -1.16 2.56
H 3.47 -3.19 -2.31
H 4.58 -0.01 -1.34
H -3.30 3.65 -3.29
H -2.44 -4.19 -2.80
H 2.63 -2.00 -3.31
H 4.49 -2.15 0.01
H -3.90 1.26 0.24
H -1.03 -0.53 -1.14
H -1.44 0.73 3.61
H 4.30 -1.73 -2.81
H 3.23 0.60 -0.36
H -2.68 5.33 0.59
H -1.00 -6.09 -3.00
H -3.51 -2.42 1.89
H -2.85 2.19 1.31
H 3.10 0.60 -2.13
```

Lowest unoccupied orbital energy (alpha / beta), eV: -3.25 / -3.86
Energy above the lowest of the compared OMol25 structures with the same formula, charge and spin, kJ/mol: 262.36
F_max, eV Å⁻¹: 1.021
HOMO energy (alpha / beta), eV: -10.488 / -10.913
Calculated total energy, Eh: -12101.0968
2S+1: 2
Charge: +1